Entry w
Computed, not measured: a structure of composition C5H9BrS2, with ωB97M-V/def2-TZVPD.

Results
gap between HOMO and LUMO: 8.87 eV

Structure (ORCA input):
```
! RIJCOSX wB97M-V def2-TZVPD def2/J DEFGRID3
* xyz 0 1
C -1.45788 0.28937 0.96930
C -0.67387 -1.00252 1.14970
C -1.07432 1.27627 -0.23452
C 1.87346 -0.73185 -0.23975
C 1.42646 -1.17354 -1.44811
S 1.13634 -0.63306 1.35423
S 0.37447 2.32591 0.21762
Br 3.70506 -0.08491 -0.05457
H -2.38296 -0.14623 0.53724
H -1.53249 0.99646 1.78742
H -1.15498 -1.36909 2.03845
H -0.69670 -1.79083 0.36759
H -0.70617 0.80144 -1.13427
H -2.02048 1.79077 -0.46992
H 0.45806 -1.61537 -1.44175
H 2.06123 -1.30050 -2.34859
H 0.66477 2.36767 -1.05008
*
```

Atomic partial charges in e from the Mulliken method, atoms 1 to 8:
1. C -0.6256
2. C -0.5724
3. C -0.7185
4. C 0.3988
5. C -0.7815
6. S -0.0719
7. S -0.1597
8. Br -0.1431

---

Entry x
Computed, not measured: the molecule C5H9BrS2, with ωB97M-V/def2-TZVPD.

Results
SMILES: C=C(Br)SCCCS
gap between HOMO and LUMO: 9.06 eV

Structure (ORCA input):
```
! RIJCOSX wB97M-V def2-TZVPD def2/J DEFGRID3
* xyz 0 1
C -1.65337 0.06844 1.89725
C -0.77548 -0.99009 1.68642
Br -1.22992 -2.79977 1.99451
S 1.02943 -0.84730 1.37803
C 1.25292 0.79011 0.35141
C 1.36257 0.51092 -1.18476
C -0.08885 0.37463 -1.70177
S -0.64570 -1.45071 -1.71790
H -1.36649 1.10156 1.91286
H -2.67162 -0.09428 2.06108
H 2.27525 0.95776 0.47391
H 0.53290 1.54373 0.55307
H 1.70177 1.42073 -1.68765
H 1.88379 -0.33632 -1.55714
H -0.96544 0.88107 -1.27034
H -0.04096 0.57157 -2.76951
H -0.60081 -1.70205 -0.41947
*
```

Atomic partial charges in e from the Mulliken method, atoms 1 to 8:
1. C -0.7681
2. C 0.0767
3. Br -0.0276
4. S -0.0027
5. C -0.6439
6. C -0.5950
7. C -0.6820
8. S -0.1564

---

entry w is the most stable structure; the next one sits 4.4 kcal/mol above it.

---

Entry w
Computed, not measured: a cluster of 2 separate species, F5N2 in total, with ωB97M-V/def2-TZVPD.

Results
gap between HOMO and LUMO (alpha / beta): 5.95 / 8.42 eV

Structure (ORCA input):
```
! RIJCOSX wB97M-V def2-TZVPD def2/J DEFGRID3
* xyz 1 1
N 1.55705 -0.07244 -0.36221
N -1.10847 0.07252 0.02924
F 2.11503 0.90140 0.31085
F 2.05807 -1.18032 0.21099
F -1.63611 -1.14082 0.17944
F -1.61340 0.96962 0.88791
F -1.52511 0.40070 -1.21306
*
```

Need the Mulliken charges? In units of e they are:
1. N 0.5270
2. N 0.5095
3. F 0.0886
4. F 0.0589
5. F -0.0574
6. F -0.0615
7. F -0.0651

---

Entry x
Computed, not measured: a cluster of 2 separate species, F5N2 in total, with ωB97M-V/def2-TZVPD.

Results
gap between HOMO and LUMO (alpha / beta): 5.78 / 5.85 eV

Structure (ORCA input):
```
! RIJCOSX wB97M-V def2-TZVPD def2/J DEFGRID3
* xyz 1 1
N -0.77438 -0.38248 -0.35204
N 0.16877 0.57599 -0.00682
F -0.26144 -1.59058 -0.39829
F -1.83913 -0.36313 0.41052
F -0.34359 1.65870 0.50681
F 2.09035 -0.78137 0.84762
F 0.95941 0.88287 -1.00779
*
```

Need the Mulliken charges? In units of e they are:
1. N 0.5024
2. N 0.5277
3. F 0.0213
4. F -0.0205
5. F -0.0217
6. F -0.0626
7. F 0.0534

---

entry w is the most stable structure; the next one sits 86.1 kcal/mol above it.

---

Entry w
Computed, not measured: the molecule C5H7FN2, with ωB97M-V/def2-TZVPD.

Results
SMILES: [H]/N=C(\F)N1C(C)=C1C
gap between HOMO and LUMO: 9.18 eV

Structure (ORCA input):
```
! RIJCOSX wB97M-V def2-TZVPD def2/J DEFGRID3
* xyz 0 1
H 2.57861 0.75467 1.59150
N 1.54571 0.86827 1.47395
C 1.03828 1.22353 0.36653
F 1.58220 1.79136 -0.87568
N -0.32611 1.16914 0.07005
C -0.35126 -0.00331 -0.80726
C 0.17879 -0.43850 -2.03463
C -0.83145 -0.21268 0.38627
C -1.50995 -0.78162 1.57317
H -0.65744 -0.56607 -2.79327
H 0.86407 0.33860 -2.40965
H 0.68458 -1.37420 -1.94122
H -0.98028 -1.69915 1.74391
H -1.29417 -0.13594 2.35632
H -2.52159 -0.93411 1.30001
*
```

Atomic partial charges in e from the Mulliken method, atoms 1 to 8:
1. H 0.2436
2. N -0.5874
3. C 0.6445
4. F -0.2829
5. N -0.5261
6. C 0.3745
7. C -1.2640
8. C 0.6728

---

Entry x
Computed, not measured: a cluster of 2 separate species, C5H7FN2 in total, with ωB97M-V/def2-TZVPD.

Results
SMILES: N/C=C\F.C=CC#N
gap between HOMO and LUMO: 8.30 eV

Structure (ORCA input):
```
! RIJCOSX wB97M-V def2-TZVPD def2/J DEFGRID3
* xyz 0 1
N 1.93502 -1.71216 -1.67565
C 1.04536 -1.81007 -0.63540
C -0.13439 -1.13480 -0.65887
F -0.46387 -0.43530 -1.75920
H 2.92332 -1.84908 -1.43541
H 1.68885 -0.89978 -2.12510
H 1.34089 -2.22425 0.27495
H -0.97021 -1.21711 0.04882
C -1.50449 2.33700 0.54646
C -0.57340 1.81282 -0.27683
C 0.52875 1.23748 0.29023
N 1.46131 0.89694 0.87815
H -2.35819 2.75186 0.05279
H -1.80005 2.30423 1.58290
H -0.70359 1.74344 -1.36994
*
```

Atomic partial charges in e from the Mulliken method, atoms 1 to 8:
1. N -0.4652
2. C -0.2481
3. C -0.2660
4. F -0.3080
5. H 0.2585
6. H 0.2132
7. H 0.3261
8. H 0.4607

---

entry x is the most stable structure; the next one sits 27.2 kcal/mol above it.

---

Entry w
Computed, not measured: the molecule C22H29N5O3, with ωB97M-V/def2-TZVPD.

Results
SMILES: CC(C)OCCCNC(=O)c1c(N)n(C[C@H]2CCCO2)c2nc3ccccc3nc12
gap between HOMO and LUMO: 7.82 eV

Structure (ORCA input):
```
! RIJCOSX wB97M-V def2-TZVPD def2/J DEFGRID3
* xyz 0 1
C -5.39969 -1.21581 1.33471
C -6.36540 -0.22347 0.68270
C -7.36465 0.31079 1.70469
O -5.71436 0.91139 0.13725
C -4.92888 0.70104 -1.01467
C -3.42599 0.69554 -0.71955
C -2.61458 0.52094 -2.00504
N -1.19769 0.51490 -1.75145
C -0.44889 -0.60649 -1.79330
O -0.88896 -1.71438 -2.10377
C 0.94723 -0.39904 -1.43981
C 1.90096 -1.41707 -1.43781
N 1.69940 -2.67640 -1.84416
N 3.11702 -0.93603 -1.01321
C 4.34829 -1.67315 -0.91284
C 4.42380 -2.53537 0.36058
C 4.15037 -1.73024 1.64211
C 2.71178 -2.11072 1.99186
C 2.64144 -3.54142 1.46538
O 3.43920 -3.56414 0.29361
C 2.97167 0.39334 -0.71848
N 3.88627 1.19664 -0.26104
C 3.45513 2.47229 -0.05411
C 4.36792 3.42357 0.43181
C 3.96848 4.71347 0.65408
C 2.64421 5.10173 0.40265
C 1.73075 4.19909 -0.06763
C 2.10657 2.86374 -0.31010
N 1.17368 1.99729 -0.77491
C 1.60205 0.77165 -0.98348
H -4.74929 -1.67396 0.59372
H -4.78915 -0.70344 2.07443
H -5.96427 -2.00334 1.82740
H -6.91311 -0.74236 -0.12424
H -6.83127 0.80878 2.50953
H -7.95675 -0.50247 2.11457
H -8.02528 1.03175 1.23169
H -5.15158 1.53292 -1.69498
H -5.21754 -0.23275 -1.51441
H -3.18032 -0.11310 -0.03092
H -3.16126 1.63880 -0.23802
H -2.85404 1.32490 -2.70924
H -2.85306 -0.44010 -2.46914
H -0.74843 1.36188 -1.42634
H 2.29976 -3.40500 -1.48605
H 0.71618 -2.86534 -2.03441
H 5.15993 -0.94289 -0.89806
H 4.45187 -2.31974 -1.78935
H 5.41719 -3.00446 0.38432
H 4.82753 -2.04708 2.43534
H 4.27827 -0.66309 1.47625
H 2.00232 -1.47523 1.46062
H 2.50511 -2.05308 3.05751
H 3.05336 -4.24563 2.20153
H 1.63383 -3.86038 1.19274
H 5.38185 3.10318 0.61722
H 4.67351 5.44259 1.02534
H 2.34963 6.12504 0.58409
H 0.70790 4.47995 -0.26719
*
```

Atomic partial charges in e from the Mulliken method, atoms 1 to 8:
1. C -1.3413
2. C 0.6681
3. C -1.4681
4. O -0.3745
5. C -0.6668
6. C -0.0776
7. C -1.2016
8. N -0.1861

---

Entry x
Computed, not measured: the molecule C22H29N5O3, with ωB97M-V/def2-TZVPD.

Results
SMILES: C[C@@H]1CN(Cc2nc3c(c(=O)[nH]c(=O)n3C)n2CCCc2ccccc2)C[C@H](C)O1
gap between HOMO and LUMO: 9.07 eV

Structure (ORCA input):
```
! RIJCOSX wB97M-V def2-TZVPD def2/J DEFGRID3
* xyz 0 1
C -2.31157 -1.70023 -2.43604
C -1.94272 -2.10203 -1.01519
C -1.08944 -1.03170 -0.32499
N -0.73892 -1.49458 1.00487
C -0.08042 -0.48041 1.81062
C 1.19248 0.04442 1.22359
N 2.27889 -0.70691 1.12146
C 3.20129 0.06872 0.51973
C 2.67392 1.32365 0.24602
C 3.45614 2.35623 -0.36168
O 3.13134 3.49089 -0.64786
N 4.74429 1.88660 -0.61576
C 5.31180 0.64727 -0.37095
O 6.46323 0.41471 -0.65891
N 4.48200 -0.28104 0.21561
C 4.96625 -1.60915 0.51889
N 1.37498 1.28394 0.70798
C 0.46071 2.39297 0.61430
C 0.01092 2.63775 -0.82897
C -1.20165 3.57606 -0.87514
C -2.41115 2.91396 -0.27800
C -3.12972 1.98080 -1.01665
C -4.20612 1.31350 -0.45977
C -4.57842 1.56863 0.84927
C -3.87754 2.50349 1.59097
C -2.80249 3.17161 1.02987
C -0.00424 -2.74543 0.92163
C -0.87445 -3.78511 0.20685
C -0.14301 -5.10883 0.03801
O -1.23964 -3.32406 -1.07865
H -2.88800 -2.49472 -2.90080
H -2.89882 -0.78707 -2.42614
H -1.40886 -1.54409 -3.02081
H -2.85638 -2.24465 -0.41133
H -1.66861 -0.10973 -0.23500
H -0.19409 -0.84410 -0.94440
H 0.14924 -0.93517 2.77807
H -0.79643 0.33052 1.96478
H 5.37678 2.55320 -1.04488
H 4.76704 -1.83700 1.56514
H 6.03543 -1.62728 0.31794
H 4.45690 -2.34368 -0.10572
H 0.97128 3.28597 0.98616
H -0.40469 2.18637 1.24621
H 0.83835 3.08016 -1.38455
H -0.25191 1.68503 -1.29391
H -0.96552 4.49434 -0.33546
H -1.40092 3.83373 -1.91673
H -2.84252 1.78315 -2.04019
H -4.75645 0.59243 -1.04647
H -5.41545 1.04566 1.28664
H -4.16824 2.71426 2.60977
H -2.26584 3.90830 1.61183
H 0.21671 -3.08570 1.93444
H 0.94475 -2.62682 0.37681
H -1.79248 -3.93098 0.80328
H 0.11909 -5.51875 1.00894
H 0.76167 -4.95623 -0.54396
H -0.77876 -5.81292 -0.49080
*
```

Atomic partial charges in e from the Mulliken method, atoms 1 to 8:
1. C -1.6572
2. C 0.5592
3. C 0.4058
4. N 0.1166
5. C -1.6420
6. C 0.6456
7. N -0.6340
8. C 0.7391

---

entry x is the most stable structure; the next one sits 10.2 kcal/mol above it.